# 1
Here is C51H49F3N3OP3SSiZr as an isolated structure from the Open Molecules 2025 dataset. Energies are from ωB97M-V/def2-TZVPD.

Atoms and positions in Å:
1 Zr -0.349 0.602 1.196
2 N 2.507 2.205 -0.135
3 P 2.351 0.528 0.083
4 C 3.861 0.041 0.972
5 C 4.718 -0.941 0.471
6 C 5.833 -1.336 1.196
7 C 6.112 -0.747 2.421
8 C 5.271 0.237 2.920
9 C 4.147 0.625 2.206
10 C 2.590 -0.223 -1.553
11 C 1.983 -1.457 -1.769
12 C 2.083 -2.077 -3.006
13 C 2.774 -1.455 -4.037
14 C 3.370 -0.217 -3.830
15 C 3.280 0.398 -2.589
16 P 1.000 2.949 0.140
17 C 1.387 4.440 1.094
18 C 2.139 4.330 2.263
19 C 2.409 5.455 3.026
20 C 1.916 6.694 2.642
21 C 1.155 6.809 1.487
22 C 0.895 5.688 0.712
23 C 0.454 3.605 -1.465
24 C 1.330 4.008 -2.471
25 C 0.833 4.471 -3.680
26 C -0.541 4.543 -3.886
27 C -1.417 4.144 -2.887
28 C -0.922 3.666 -1.680
29 H 3.370 2.679 0.098
30 H 4.519 -1.406 -0.486
31 H 6.485 -2.102 0.796
32 H 6.981 -1.056 2.988
33 H 5.476 0.695 3.880
34 H 3.460 1.348 2.628
35 H 1.407 -1.913 -0.968
36 H 1.604 -3.034 -3.174
37 H 2.837 -1.929 -5.008
38 H 3.899 0.271 -4.638
39 H 3.729 1.371 -2.427
40 H 2.474 3.355 2.595
41 H 2.992 5.358 3.933
42 H 2.120 7.569 3.246
43 H 0.764 7.772 1.185
44 H 0.308 5.791 -0.191
45 H 2.400 3.947 -2.308
46 H 1.515 4.779 -4.463
47 H -0.926 4.904 -4.831
48 H -2.486 4.188 -3.050
49 H -1.602 3.320 -0.905
50 S 0.848 1.163 3.079
51 C -2.589 0.864 3.772
52 Si -2.728 2.272 2.525
53 C -4.542 2.653 2.224
54 C -1.911 3.841 3.135
55 O -2.034 1.738 1.113
56 H -2.276 1.229 4.754
57 H -1.848 0.101 3.510
58 H -3.546 0.346 3.894
59 H -5.100 2.615 3.165
60 H -4.992 1.938 1.533
61 H -4.668 3.655 1.806
62 H -2.445 4.201 4.021
63 H -1.959 4.629 2.379
64 H -0.868 3.669 3.405
65 N -1.005 -1.261 0.650
66 P -1.889 -1.711 -0.539
67 C -1.345 -1.090 -2.167
68 C -1.520 -1.852 -3.322
69 C -1.092 -1.388 -4.556
70 C -0.485 -0.143 -4.655
71 C -0.319 0.631 -3.517
72 C -0.746 0.159 -2.282
73 C -3.625 -1.202 -0.369
74 C -4.462 -0.985 -1.459
75 C -5.797 -0.659 -1.259
76 C -6.301 -0.562 0.030
77 C -5.468 -0.777 1.120
78 C -4.132 -1.088 0.923
79 C -1.973 -3.514 -0.762
80 C -0.806 -4.202 -1.094
81 C -0.811 -5.581 -1.213
82 C -1.983 -6.293 -0.982
83 C -3.144 -5.620 -0.639
84 C -3.142 -4.233 -0.535
85 H -1.980 -2.831 -3.255
86 H -1.223 -2.003 -5.438
87 H -0.136 0.219 -5.614
88 H 0.156 1.602 -3.578
89 H -0.551 0.835 -1.447
90 H -4.072 -1.058 -2.467
91 H -6.442 -0.480 -2.110
92 H -7.342 -0.310 0.187
93 H -5.855 -0.685 2.128
94 H -3.468 -1.233 1.766
95 H 0.115 -3.653 -1.258
96 H 0.100 -6.103 -1.471
97 H -1.983 -7.372 -1.067
98 H -4.058 -6.170 -0.453
99 H -4.057 -3.716 -0.275
100 F 0.643 -7.013 0.925
101 C 1.723 -6.231 1.069
102 F 2.648 -6.948 1.736
103 F 2.229 -6.017 -0.167
104 C 1.417 -4.939 1.771
105 C 2.418 -3.986 1.874
106 C 2.128 -2.812 2.548
107 N 0.946 -2.556 3.103
108 C -0.003 -3.476 2.988
109 C 0.179 -4.687 2.328
110 H 3.399 -4.147 1.444
111 H 2.875 -2.031 2.642
112 H -0.968 -3.229 3.414
113 H -0.628 -5.402 2.248

Summary:
Spin multiplicity: 1
LUMO energy: 0.0046 Eh
Gap between HOMO and LUMO: 0.272 Ha
Highest occupied orbital energy: -0.2676 Eh

---

# 2
Here is C51H50N13O7RbS3 as an isolated structure from the Open Molecules 2025 dataset. Energies are from ωB97M-V/def2-TZVPD.

Atoms and positions in Å:
1 Rb 0.082 0.062 -0.246
2 C -1.937 -2.116 3.934
3 C -1.827 -1.060 4.985
4 C -1.489 -1.409 6.291
5 C -1.272 -0.455 7.272
6 C -1.387 0.888 6.931
7 C -1.726 1.273 5.641
8 C -1.834 2.728 5.275
9 C -1.977 0.298 4.640
10 N -2.245 0.795 3.371
11 C -3.263 0.457 2.614
12 O -4.175 -0.401 2.791
13 C -3.464 1.427 1.445
14 C -4.731 2.006 1.405
15 C -4.983 3.013 0.492
16 C -3.966 3.408 -0.357
17 C -2.733 2.766 -0.280
18 N -2.489 1.771 0.590
19 C -1.648 3.352 -1.183
20 O -2.054 3.924 -2.230
21 N -0.420 3.299 -0.717
22 C 0.558 4.202 -1.102
23 C 1.822 3.760 -1.547
24 C 2.097 2.296 -1.749
25 C 2.834 4.684 -1.789
26 C 2.640 6.046 -1.609
27 C 1.397 6.485 -1.171
28 C 0.362 5.595 -0.914
29 C -0.951 6.096 -0.388
30 H -1.839 -3.112 4.370
31 H -2.885 -2.036 3.400
32 H -1.140 -1.982 3.198
33 H -1.378 -2.463 6.533
34 H -1.005 -0.750 8.281
35 H -1.206 1.653 7.681
36 H -1.502 3.362 6.102
37 H -1.239 2.937 4.383
38 H -2.863 2.992 5.018
39 H -5.479 1.663 2.106
40 H -5.955 3.492 0.450
41 H -4.093 4.192 -1.089
42 H 1.368 1.825 -2.412
43 H 3.089 2.149 -2.175
44 H 2.068 1.752 -0.803
45 H 3.800 4.320 -2.131
46 H 3.442 6.750 -1.803
47 H 1.226 7.546 -1.014
48 H -0.893 7.164 -0.163
49 H -1.754 5.928 -1.111
50 H -1.226 5.557 0.524
51 N -2.703 -2.353 -4.418
52 C -2.482 -3.599 -3.868
53 C -3.003 -4.859 -4.137
54 C -2.525 -5.907 -3.368
55 C -1.553 -5.703 -2.376
56 C -1.045 -4.444 -2.113
57 C -1.538 -3.374 -2.855
58 N -1.203 -2.028 -2.800
59 C -1.892 -1.466 -3.750
60 C -1.804 -0.057 -4.127
61 C -2.459 0.533 -5.163
62 S -2.014 2.178 -5.268
63 C -0.965 1.965 -3.913
64 N -0.958 0.770 -3.423
65 H -3.252 -2.155 -5.232
66 H -3.732 -5.020 -4.924
67 H -2.907 -6.907 -3.542
68 H -1.197 -6.551 -1.804
69 H -0.278 -4.278 -1.365
70 H -3.156 0.097 -5.864
71 H -0.407 2.807 -3.519
72 N 3.452 -2.239 0.455
73 C 2.405 -2.991 0.864
74 N 1.155 -2.775 0.579
75 C 0.318 -3.679 1.207
76 C 0.929 -4.602 1.987
77 S 2.642 -4.362 1.955
78 C -1.138 -3.574 1.003
79 C -2.049 -4.517 1.343
80 S -3.638 -3.948 1.007
81 C -2.957 -2.440 0.446
82 N -1.664 -2.406 0.483
83 N -3.779 -1.440 -0.033
84 H 3.301 -1.624 -0.366
85 H 4.367 -2.648 0.515
86 H 0.485 -5.378 2.592
87 H -1.886 -5.496 1.770
88 H -4.413 -1.120 0.697
89 H -3.227 -0.650 -0.347
90 C 4.387 2.285 3.857
91 N 3.676 1.882 2.662
92 C 3.780 2.742 1.485
93 C 2.702 0.917 2.651
94 O 1.891 0.840 1.740
95 N 2.670 0.042 3.728
96 C 3.894 -0.640 4.125
97 C 1.467 -0.784 3.806
98 H 4.337 3.372 3.958
99 H 5.445 1.999 3.834
100 H 3.924 1.846 4.736
101 H 4.171 3.713 1.789
102 H 2.801 2.888 1.037
103 H 4.443 2.317 0.725
104 H 4.739 -0.307 3.524
105 H 3.777 -1.715 3.964
106 H 4.131 -0.480 5.182
107 H 0.588 -0.173 3.622
108 H 1.393 -1.200 4.811
109 H 1.487 -1.599 3.074
110 O 4.953 -1.323 -2.693
111 C 3.716 -1.218 -2.731
112 O 2.924 -0.865 -1.814
113 C 3.052 -1.540 -4.072
114 C 1.734 -1.979 -4.105
115 C 1.133 -2.315 -5.307
116 C 1.864 -2.187 -6.479
117 C 3.177 -1.737 -6.472
118 C 3.767 -1.425 -5.261
119 N 1.232 -2.524 -7.759
120 O 1.910 -2.471 -8.769
121 O 0.057 -2.836 -7.763
122 H 1.178 -2.020 -3.180
123 H 0.113 -2.669 -5.352
124 H 3.709 -1.642 -7.408
125 H 4.792 -1.083 -5.214

Summary:
Net charge: -2
Spin multiplicity: 1
LUMO energy: 0.1244 Eh
Gap between HOMO and LUMO: 0.223 Ha
Highest occupied orbital energy: -0.0985 Eh

---

# 3
Here is C51H50N6O8SSiSn as an isolated structure from the Open Molecules 2025 dataset. Energies are from ωB97M-V/def2-TZVPD.

Atoms and positions in Å:
1 Sn -0.156 -0.025 -0.101
2 N -2.656 -0.697 -1.785
3 C -3.142 0.267 -2.763
4 C -2.013 0.758 -3.668
5 N -0.983 1.484 -2.969
6 C -1.009 2.914 -3.028
7 C -2.052 3.591 -2.138
8 N -1.970 3.162 -0.753
9 H -3.402 -0.967 -1.154
10 H -2.299 -1.540 -2.232
11 H -3.929 -0.149 -3.419
12 H -3.589 1.106 -2.224
13 H -1.563 -0.119 -4.142
14 H -2.450 1.367 -4.480
15 H -0.055 1.113 -3.129
16 H -0.018 3.274 -2.735
17 H -1.188 3.298 -4.055
18 H -1.909 4.678 -2.277
19 H -3.061 3.366 -2.497
20 H -1.061 3.347 -0.345
21 H -2.678 3.609 -0.186
22 O 4.412 -5.620 -0.103
23 C 4.606 -4.544 0.498
24 O 5.649 -4.105 1.013
25 C 3.375 -3.598 0.565
26 C 2.178 -3.957 -0.049
27 C 1.127 -3.064 -0.074
28 N 1.210 -1.854 0.487
29 C 2.331 -1.518 1.138
30 C 3.429 -2.361 1.197
31 C 2.305 -0.147 1.823
32 O 3.089 0.077 2.733
33 O 1.420 0.656 1.352
34 H 2.110 -4.927 -0.524
35 H 0.202 -3.299 -0.584
36 H 4.323 -2.050 1.716
37 O -1.374 -0.656 1.499
38 Si -2.567 -1.544 2.065
39 C -2.627 -1.373 3.940
40 C -3.721 -1.781 4.703
41 C -3.724 -1.655 6.084
42 C -2.619 -1.118 6.730
43 C -1.520 -0.709 5.989
44 C -1.527 -0.834 4.606
45 C -4.231 -0.952 1.386
46 C -4.403 0.409 1.117
47 C -5.603 0.901 0.632
48 C -6.665 0.036 0.401
49 C -6.513 -1.318 0.654
50 C -5.305 -1.803 1.138
51 C -2.422 -3.366 1.619
52 C -2.341 -3.721 0.271
53 C -2.123 -5.031 -0.123
54 C -1.993 -6.025 0.837
55 C -2.075 -5.698 2.181
56 C -2.280 -4.380 2.564
57 H -4.593 -2.199 4.209
58 H -4.586 -1.977 6.657
59 H -2.614 -1.022 7.810
60 H -0.651 -0.296 6.486
61 H -0.665 -0.519 4.030
62 H -3.561 1.080 1.247
63 H -5.708 1.957 0.414
64 H -7.602 0.415 0.010
65 H -7.331 -2.002 0.459
66 H -5.189 -2.868 1.308
67 H -2.394 -2.966 -0.503
68 H -2.018 -5.258 -1.176
69 H -1.799 -7.048 0.536
70 H -1.953 -6.468 2.935
71 H -2.314 -4.134 3.620
72 O -1.010 -3.285 -2.625
73 C -0.047 -2.665 -3.080
74 N 0.734 -3.143 -4.106
75 C 1.699 -2.160 -4.536
76 C 1.349 -1.031 -3.508
77 O 1.918 0.059 -3.515
78 N 0.398 -1.441 -2.661
79 C 1.450 -1.740 -5.980
80 C 1.297 -2.735 -6.945
81 C 1.073 -2.418 -8.274
82 C 1.004 -1.088 -8.666
83 C 1.164 -0.093 -7.718
84 C 1.392 -0.412 -6.385
85 C 3.133 -2.620 -4.301
86 C 3.422 -3.305 -3.123
87 C 4.712 -3.718 -2.838
88 C 5.734 -3.444 -3.740
89 C 5.458 -2.759 -4.910
90 C 4.163 -2.342 -5.190
91 H 0.548 -4.028 -4.540
92 H 1.365 -3.776 -6.656
93 H 0.954 -3.210 -9.003
94 H 0.822 -0.833 -9.703
95 H 1.112 0.949 -8.010
96 H 1.535 0.365 -5.648
97 H 2.630 -3.515 -2.415
98 H 4.915 -4.249 -1.917
99 H 6.745 -3.762 -3.517
100 H 6.254 -2.537 -5.610
101 H 3.961 -1.795 -6.101
102 C 0.952 5.259 0.940
103 S 1.500 3.533 1.093
104 O 2.979 3.632 1.079
105 C 0.967 3.292 2.780
106 C 1.888 3.387 3.806
107 C 1.460 3.169 5.107
108 C 0.133 2.863 5.365
109 C -0.776 2.748 4.321
110 C -0.353 2.945 3.017
111 H 1.432 5.868 1.705
112 H -0.132 5.320 1.023
113 H 1.268 5.579 -0.051
114 H 2.924 3.573 3.558
115 H 2.174 3.212 5.920
116 H -0.190 2.681 6.383
117 H -1.800 2.460 4.516
118 H -1.033 2.785 2.188

Summary:
Net charge: -2
Spin multiplicity: 1
LUMO energy: 0.1344 Eh
Gap between HOMO and LUMO: 0.250 Ha
Highest occupied orbital energy: -0.1157 Eh

---

# 4
Here is C51H51Cl2N6O4Si2Sn as an isolated structure from the Open Molecules 2025 dataset. Energies are from ωB97M-V/def2-TZVPD.

Atoms and positions in Å:
1 Sn 0.065 1.824 -0.671
2 C -4.547 4.894 1.912
3 Si -3.751 3.601 0.791
4 C -3.708 2.042 1.819
5 C -4.864 3.267 -0.673
6 C -1.154 4.893 1.210
7 C -0.800 3.878 2.259
8 C -0.713 4.238 3.611
9 C -0.355 3.288 4.548
10 C -0.084 1.988 4.129
11 C -0.169 1.719 2.775
12 N -0.510 2.637 1.867
13 Si 0.484 5.718 0.597
14 C 0.549 7.373 1.488
15 C 0.632 6.080 -1.220
16 C 1.972 4.748 1.195
17 H -5.538 4.546 2.235
18 H -4.675 5.862 1.414
19 H -3.938 5.043 2.815
20 H -4.737 1.659 1.912
21 H -3.326 2.233 2.828
22 H -3.095 1.268 1.346
23 H -5.727 2.654 -0.377
24 H -4.307 2.722 -1.447
25 H -5.233 4.196 -1.118
26 H -0.931 5.258 3.909
27 H -0.287 3.551 5.598
28 H 0.185 1.208 4.830
29 H 0.040 0.723 2.381
30 H -0.330 7.984 1.241
31 H 1.444 7.933 1.185
32 H 0.582 7.250 2.580
33 H -0.246 6.632 -1.574
34 H 0.707 5.162 -1.814
35 H 1.530 6.693 -1.400
36 H 1.878 4.508 2.264
37 H 2.889 5.338 1.055
38 H 2.084 3.805 0.645
39 Cl -0.918 1.731 -5.647
40 C -1.613 2.878 -4.519
41 C -2.532 3.816 -5.009
42 C -3.030 4.728 -4.112
43 Cl -4.151 5.947 -4.714
44 C -2.684 4.715 -2.755
45 C -3.030 5.784 -1.822
46 C -2.706 5.688 -0.536
47 C -2.124 4.421 0.073
48 N -1.448 3.579 -0.947
49 C -1.817 3.714 -2.255
50 C -1.217 2.812 -3.187
51 O -0.298 1.957 -2.751
52 H -2.822 3.820 -6.051
53 H -3.504 6.678 -2.209
54 H -2.909 6.517 0.139
55 H -1.676 5.703 1.729
56 C 7.531 -11.017 -0.853
57 O 6.787 -10.442 -1.916
58 C 6.230 -9.233 -1.679
59 C 5.486 -8.682 -2.719
60 C 4.889 -7.449 -2.565
61 C 5.018 -6.732 -1.371
62 C 5.752 -7.299 -0.345
63 C 6.362 -8.544 -0.486
64 C 4.377 -5.408 -1.252
65 N 3.556 -4.886 -2.125
66 C 3.222 -3.645 -1.622
67 C 3.848 -3.422 -0.435
68 N 4.591 -4.557 -0.206
69 C 3.728 -2.202 0.302
70 C 4.360 -1.952 1.526
71 C 4.215 -0.727 2.126
72 C 3.437 0.234 1.474
73 N 2.818 0.006 0.334
74 C 2.923 -1.191 -0.261
75 C 2.191 -1.424 -1.527
76 N 1.358 -0.468 -2.021
77 C 0.708 -0.715 -3.146
78 C 0.823 -1.914 -3.862
79 C 1.646 -2.888 -3.378
80 C 2.351 -2.655 -2.192
81 H 7.892 -11.975 -1.212
82 H 6.907 -11.177 0.030
83 H 8.384 -10.392 -0.578
84 H 5.393 -9.244 -3.641
85 H 4.307 -7.007 -3.365
86 H 5.856 -6.786 0.606
87 H 6.925 -8.957 0.340
88 H 5.205 -4.720 0.569
89 H 4.960 -2.726 1.995
90 H 4.690 -0.496 3.073
91 H 3.312 1.229 1.901
92 H 0.066 0.092 -3.500
93 H 0.254 -2.053 -4.772
94 H 1.769 -3.842 -3.882
95 C -5.998 -3.469 2.474
96 C -4.755 -2.828 1.901
97 C -3.545 -2.868 2.583
98 C -2.394 -2.273 2.076
99 C -1.121 -2.359 2.895
100 C -2.459 -1.593 0.845
101 C -3.669 -1.548 0.138
102 C -3.833 -0.884 -1.217
103 C -4.792 -2.173 0.680
104 C -1.230 -0.873 0.314
105 O -0.141 -1.454 0.268
106 O -1.463 0.350 -0.051
107 H -5.751 -4.136 3.301
108 H -6.529 -4.046 1.714
109 H -6.690 -2.710 2.851
110 H -3.491 -3.383 3.541
111 H -1.259 -3.041 3.736
112 H -0.847 -1.379 3.298
113 H -0.286 -2.694 2.285
114 H -2.913 -0.446 -1.589
115 H -4.574 -0.081 -1.155
116 H -4.197 -1.614 -1.945
117 H -5.726 -2.138 0.120

Summary:
Net charge: -1
Spin multiplicity: 1
LUMO energy: 0.0633 Eh
Gap between HOMO and LUMO: 0.193 Ha
Highest occupied orbital energy: -0.1300 Eh